[1]
Computed, not measured: C108H87F17O8V2 as an isolated structure at a distorted geometry, with ωB97M-V/def2-TZVPD.

```
! wB97M-V def2-TZVPD RIJCOSX def2/J DEFGRID3
* xyz 0 1
O -4.5460 6.4670 -16.5192
V -5.3021 5.5326 -15.5377
O -5.2080 6.0747 -14.0786
O -10.1189 -1.9245 -18.9786
V -9.8275 -0.8546 -17.8990
O -9.6345 -1.4503 -16.4665
C -6.4726 1.7313 -17.0997
C -7.6816 1.2304 -17.5473
C -8.9301 2.0071 -17.2374
O -10.0910 1.4680 -17.3741
C -8.8852 3.2520 -16.5980
C -7.6234 3.8909 -16.2495
C -6.3278 2.9718 -16.4171
O -5.3332 3.3907 -15.8401
O -7.3819 5.0521 -15.8607
O -7.6595 0.1411 -18.2568
H -5.5889 1.2046 -17.4284
H -9.7794 3.8154 -16.3756
F -8.4605 -1.7224 -10.0706
C -8.4420 -0.9199 -11.1585
C -8.0248 -1.4220 -12.4162
C -8.0358 -0.6255 -13.6004
C -8.4486 0.6879 -13.5006
C -8.8091 1.1972 -12.2472
C -8.8357 0.3972 -11.0967
H -7.7628 -2.4577 -12.5744
H -7.7705 -1.1349 -14.5150
H -8.4130 1.2970 -14.3917
H -9.1169 2.2300 -12.1758
H -9.1458 0.8007 -10.1441
F -6.5068 8.3018 -15.4943
C -7.7197 8.8804 -15.4011
C -7.8700 10.1653 -15.9194
C -9.0959 10.7848 -15.7522
C -10.2127 10.1395 -15.1346
C -9.9974 8.8782 -14.5759
C -8.7887 8.2412 -14.7159
H -7.0826 10.6562 -16.4720
H -9.2932 11.7407 -16.2145
H -11.1814 10.6156 -15.0990
H -10.8619 8.3378 -14.2196
H -8.7978 7.2523 -14.2817
F -13.1934 9.3951 -17.3920
C -12.1470 8.6959 -17.9349
C -11.5883 7.6644 -17.1307
C -10.5386 6.8881 -17.6346
C -9.9994 7.1344 -18.8915
C -10.5545 8.1735 -19.6118
C -11.6464 8.9489 -19.2233
H -11.9312 7.4894 -16.1216
H -10.0978 6.1020 -17.0395
H -9.1583 6.5404 -19.2174
H -10.0177 8.4265 -20.5142
H -11.9625 9.7767 -19.8406
F -10.9135 1.9471 -20.5925
C -11.5853 3.0167 -21.0364
C -11.8399 3.1488 -22.3555
C -12.5781 4.1909 -22.8519
C -13.0968 5.1537 -21.9676
C -12.8601 5.0083 -20.5740
C -12.0584 3.9626 -20.1370
H -11.4362 2.3426 -22.9501
H -12.7484 4.2749 -23.9151
H -13.7922 5.9218 -22.2722
H -13.3643 5.5654 -19.7983
H -12.0839 3.8206 -19.0667
F -7.6804 -3.3859 -16.4976
C -7.2076 -4.0860 -17.5606
C -5.9317 -3.7822 -17.9958
C -5.4579 -4.4712 -19.1328
C -6.2179 -5.4307 -19.7410
C -7.5354 -5.6097 -19.3354
C -8.0220 -5.0036 -18.2262
H -5.2973 -3.0564 -17.5087
H -4.4681 -4.2378 -19.4961
H -5.8531 -5.8441 -20.6697
H -8.2043 -6.2896 -19.8420
H -9.0741 -5.1085 -18.0060
F -12.0803 -3.2465 -15.8348
C -12.2634 -3.0087 -14.5236
C -12.9048 -3.9760 -13.7734
C -13.0338 -3.7953 -12.3946
C -12.4910 -2.6834 -11.7654
C -11.6971 -1.8371 -12.4794
C -11.6275 -1.9434 -13.8610
H -13.3576 -4.7637 -14.3573
H -13.3898 -4.6381 -11.8207
H -12.4866 -2.5723 -10.6912
H -11.2142 -1.0066 -11.9860
H -11.0483 -1.1810 -14.3606
F -2.8626 4.8929 -14.9455
C -1.9031 4.0473 -15.2585
C -2.0895 2.7958 -15.8157
C -1.0097 1.9707 -16.1525
C 0.2616 2.4396 -15.9548
C 0.4553 3.6563 -15.2341
C -0.6282 4.4438 -14.9544
H -3.1053 2.5566 -16.0940
H -1.2313 1.1087 -16.7643
H 1.0441 1.8337 -16.3872
H 1.4542 4.0093 -15.0244
H -0.5768 5.4576 -14.5857
F -16.8670 3.0302 -12.3056
C -15.6512 2.8685 -12.9051
C -15.1063 1.6034 -12.9315
C -13.8977 1.3748 -13.6274
C -13.2613 2.4080 -14.2779
C -13.7821 3.7190 -14.2145
C -14.9970 3.9446 -13.5060
H -15.6006 0.7925 -12.4172
H -13.4668 0.3899 -13.5242
H -12.3612 2.1404 -14.8114
H -13.3134 4.5768 -14.6738
H -15.5056 4.8908 -13.3935
F -1.4832 -2.6438 -12.8963
C -2.5055 -2.1902 -13.6629
C -2.2347 -1.3781 -14.7495
C -3.2362 -0.8422 -15.4998
C -4.5563 -1.1914 -15.1481
C -4.8896 -2.0320 -14.0909
C -3.8402 -2.5803 -13.3417
H -1.1881 -1.1535 -14.8926
H -2.9828 -0.1179 -16.2597
H -5.2721 -0.7319 -15.8136
H -5.8740 -2.3804 -13.8152
H -4.0368 -3.2996 -12.5604
F -10.5181 3.6520 -13.1775
C -9.9700 4.6880 -12.5596
C -8.5626 4.9156 -12.7087
C -7.9816 5.9690 -12.0207
C -8.7734 6.8446 -11.1554
C -10.1703 6.6315 -11.0430
C -10.7480 5.5272 -11.7426
H -8.0476 4.1277 -13.2383
H -6.9124 6.0779 -12.1270
H -8.2139 7.5654 -10.5777
H -10.8016 7.1455 -10.3332
H -11.7927 5.2938 -11.5990
F -4.1674 4.9117 -19.9544
C -5.4090 5.0258 -20.5279
C -6.4533 4.3678 -19.9006
C -7.7374 4.4916 -20.3504
C -8.0221 5.2780 -21.4527
C -6.9730 5.9363 -22.1245
C -5.6477 5.8684 -21.6195
H -6.1557 3.7799 -19.0449
H -8.6214 4.1622 -19.8246
H -9.0276 5.5834 -21.7020
H -7.1116 6.5473 -23.0042
H -4.7163 6.2752 -21.9849
F -9.1587 -4.6828 -22.5177
C -9.2684 -3.3041 -22.2624
C -8.1054 -2.6851 -21.7543
C -8.0130 -1.3232 -21.5730
C -9.1190 -0.5678 -21.8264
C -10.3123 -1.1444 -22.3044
C -10.4254 -2.5337 -22.3979
H -7.2554 -3.2783 -21.4507
H -7.1834 -0.8497 -21.0691
H -9.0809 0.5003 -21.6708
H -11.0585 -0.3772 -22.4495
H -11.3669 -3.0219 -22.6020
F -1.4833 2.7209 -19.3856
C -2.1858 1.6590 -19.7824
C -3.5517 1.5981 -19.5964
C -4.1830 0.3989 -19.8599
C -3.4951 -0.6824 -20.3857
C -2.1553 -0.6002 -20.6646
C -1.4898 0.6517 -20.3789
H -4.1092 2.3483 -19.0553
H -5.2494 0.4395 -19.6944
H -4.0886 -1.5624 -20.5849
H -1.6468 -1.4051 -21.1742
H -0.4650 0.8119 -20.6799
F -12.2541 -0.8976 -17.2258
C -13.5363 -0.4463 -17.1771
C -13.7020 0.8094 -17.7514
C -14.9760 1.3688 -17.7150
C -16.0111 0.6685 -17.0622
C -15.7798 -0.6403 -16.5112
C -14.5433 -1.2373 -16.7084
H -12.8536 1.4102 -18.0444
H -15.2099 2.3554 -18.0866
H -16.9945 1.0944 -16.9282
H -16.5924 -1.1609 -16.0263
H -14.4177 -2.2966 -16.5393
F -1.6695 9.6248 -21.2910
C -1.6401 8.6680 -20.3290
C -2.1292 8.9296 -19.1144
C -2.2545 7.9396 -18.1264
C -1.8067 6.6652 -18.4357
C -1.3708 6.3767 -19.7031
C -1.1597 7.3895 -20.5894
H -2.5352 9.9134 -18.9306
H -2.6518 8.1137 -17.1373
H -1.8036 5.9296 -17.6450
H -0.9801 5.4036 -19.9615
H -0.6653 7.2298 -21.5362
F -6.2874 2.5534 -11.9885
C -4.9530 2.5614 -12.0365
C -4.2822 1.5260 -12.7907
C -2.8942 1.5251 -12.8368
C -2.1526 2.5165 -12.2634
C -2.8078 3.4864 -11.4810
C -4.2072 3.4976 -11.3937
H -4.8546 0.7367 -13.2553
H -2.2953 0.8176 -13.3910
H -1.0957 2.6119 -12.4641
H -2.2298 4.3092 -11.0868
H -4.7211 4.2611 -10.8286
F -19.4926 4.9428 -16.7813
C -18.1594 5.0553 -16.9038
C -17.3885 5.8588 -16.0230
C -16.0664 5.9258 -16.1810
C -15.3845 5.3391 -17.2585
C -16.1552 4.6415 -18.1451
C -17.5382 4.4825 -17.9975
H -17.8600 6.4261 -15.2342
H -15.4255 6.4922 -15.5215
H -14.3052 5.3449 -17.2955
H -15.5451 4.1686 -18.9005
H -18.1271 3.9660 -18.7410
*
```

Output
**LUMO**: -2.14 eV
**E_tot**: -8355.186896 hartree

---

[2]
Computed, not measured: C14H21NPRh as an isolated structure at a distorted geometry, with ωB97M-V/def2-TZVPD.

```
! wB97M-V def2-TZVPD RIJCOSX def2/J DEFGRID3
* xyz 0 5
C 1.5094 -0.0581 -1.6456
C 2.1167 -0.7230 -0.5331
C 1.2661 -1.8282 -0.2118
C 0.2218 -1.9335 -1.2214
C 0.3720 -0.8427 -2.1052
Rh 0.0000 0.0000 0.0000
P -0.7290 2.0873 -0.0759
H 1.8989 0.8328 -2.1432
H 3.0231 -0.4223 -0.0079
H 1.4342 -2.5461 0.5940
H -0.2504 -0.6177 -2.9724
H -0.5386 -2.7137 -1.2744
H -1.6004 2.5387 -1.1191
H 0.1784 3.1898 -0.1875
H -1.4895 2.6170 1.0090
C -4.3415 0.7256 1.5656
N -4.1038 -0.5562 2.2566
C -5.0547 -1.5721 1.7840
C -2.7052 -1.0360 2.0768
C -1.7214 -0.0705 2.6812
C -1.8663 0.2754 4.0488
C -1.0024 1.1785 4.6678
C 0.0343 1.7437 3.9458
C 0.2049 1.4042 2.6109
C -0.6755 0.5181 1.9307
H -4.1592 0.6312 0.4724
H -3.6820 1.5231 1.9706
H -5.3871 1.0666 1.7326
H -4.3108 -0.4187 3.2713
H -4.9252 -1.7688 0.6989
H -4.9131 -2.5212 2.3474
H -6.0989 -1.2354 1.9717
H -2.5743 -2.0083 2.6006
H -2.4777 -1.1913 0.9995
H -2.6482 -0.1578 4.6571
H -1.1269 1.4275 5.7137
H 0.7270 2.4262 4.4240
H 1.0548 1.8169 2.0816
*
```

Output
**LUMO (spin up / spin down)**: 0.20 / -1.10 eV
**Expectation value of S²**: 6.0203
**E_tot**: -1052.377439 hartree

---

[3]
Computed, not measured: a 2-piece molecular cluster, CH5NO2P overall at a distorted geometry, with ωB97M-V/def2-TZVPD.

```
! wB97M-V def2-TZVPD RIJCOSX def2/J DEFGRID3
* xyz -1 1
C 1.4822 -0.5854 0.0791
N -2.3184 0.0373 0.1441
O 0.7050 2.0053 -0.0033
O -1.7326 -0.2906 -1.0912
P 0.7704 0.8697 -0.9657
H 1.2447 -0.4195 1.1042
H 2.5353 -0.6933 0.0490
H 1.2388 -1.5077 -0.4152
H -1.9269 -0.4332 0.9885
H -1.9984 1.0173 0.1105
*
```

Output
**LUMO (spin up / spin down)**: 4.34 / 4.34 eV
**ΔE to the lowest compared entry with this formula, charge and spin**: 124.1 kcal per mole
**E_tot**: -587.624421 hartree

---

[4]
Computed, not measured: a 8-piece molecular cluster, C5H27N2O8 overall at a distorted geometry, with ωB97M-V/def2-TZVPD.

```
! wB97M-V def2-TZVPD RIJCOSX def2/J DEFGRID3
* xyz 2 2
C 1.8953 2.0708 1.7660
O 2.2349 0.8999 0.9387
C 0.7059 1.5923 2.5644
C -0.5429 1.2504 1.6830
C -1.1400 -0.1414 1.9423
N -1.3856 -3.0870 1.0889
C -1.4325 -2.0312 0.3383
N -1.4345 -0.7304 0.6524
H 1.5999 2.9030 1.1021
H 2.8412 2.1695 2.3008
H 2.8284 1.2029 0.2415
H 0.5483 2.2313 3.4141
H 0.9057 0.5697 2.9260
H -1.3214 2.0329 1.7932
H -0.2360 1.5929 0.6858
H -0.2991 -0.6701 2.4508
H -2.0650 -0.1219 2.5044
H -1.3120 -3.1415 2.0997
H -1.4956 -4.0071 0.6531
H -1.3692 -2.3123 -0.7214
H -1.3669 -0.0756 -0.1488
H 0.9542 -3.4288 -1.7272
H 0.0631 -3.4919 -2.9679
O 0.1790 -3.0075 -2.1386
H -2.8625 2.9899 -0.4765
H -3.3134 1.9367 -1.4895
O -2.6305 2.1239 -0.8300
H 2.3948 1.2555 -2.6409
H 0.9608 1.5841 -2.1460
O 1.7111 0.9612 -2.0332
H -0.3590 -1.2516 -2.1811
H -1.5189 -0.4377 -2.9956
O -1.2584 -0.8887 -2.1921
H -0.6741 3.4322 -2.6760
H -1.0517 2.1474 -1.8169
O -0.3400 2.7816 -2.0480
H 1.2447 -0.0572 0.2975
H 1.2091 -0.7930 -1.0018
O 0.7474 -0.8194 -0.1282
H 1.3929 -2.3595 0.5573
H 2.8111 -2.0698 0.1558
O 2.1812 -2.8045 0.2039
*
```

Output
**LUMO (spin up / spin down)**: -6.73 / -12.04 eV
**ΔE to the lowest compared entry with this formula, charge and spin**: 59.8 kcal per mole
**Expectation value of S²**: 0.7597
**E_tot**: -917.433585 hartree